(1)
Computed, not measured: a 5-piece molecular cluster, C12H26NO17S5 overall, with wB97M-V/def2-TZVPD.

The geometry in ORCA input format:
```
! wB97M-V def2-TZVPD RIJCOSX def2/J DEFGRID3
* xyz -1 1
O -0.3207 0.9706 2.2894
C -1.2744 0.4236 1.3761
C -1.0155 0.6802 -0.1273
C 0.3464 1.2696 -0.5314
C 0.2501 2.4488 -1.5627
N 0.6133 3.7581 -1.0880
S -0.6624 4.5063 -0.2887
H 0.5244 0.5448 2.1133
H -2.2280 0.8700 1.6677
H -1.3651 -0.6539 1.5654
H -1.1634 -0.2812 -0.6318
H -1.7941 1.3453 -0.5134
H 0.8870 1.6810 0.3272
H 0.9789 0.4889 -0.9726
H 0.9292 2.2134 -2.3986
H -0.7761 2.4095 -1.9902
H -0.4172 4.3438 1.0507
C 0.0303 3.7068 3.8436
C 0.1959 3.5480 5.3418
O 1.3835 4.2995 5.6407
S 1.4678 5.5751 4.6750
O 0.9449 6.7220 5.3393
O 2.7785 5.6134 4.1298
O 0.4017 5.0842 3.6170
H 0.6860 3.0523 3.2721
H -0.9903 3.5677 3.5005
H 0.3632 2.5180 5.6439
H -0.6424 3.9760 5.8947
C -5.7780 1.5562 0.9850
C -6.8479 0.7695 0.2474
O -6.1945 -0.4655 -0.0789
S -5.1291 -0.8512 1.0516
O -5.6742 -1.8214 1.9360
O -3.8798 -1.0479 0.4143
O -5.1435 0.5576 1.8004
H -5.0415 1.9937 0.3098
H -6.1825 2.3154 1.6485
H -7.1623 1.2329 -0.6837
H -7.7108 0.5652 0.8835
C 3.6916 -0.7556 -3.1604
C 3.7807 -1.8122 -4.2464
O 2.5486 -2.5383 -4.1054
S 1.3771 -1.5351 -3.6615
O 0.6446 -1.1240 -4.8082
O 0.7168 -2.1128 -2.5455
O 2.3171 -0.3419 -3.2081
H 3.9120 -1.1679 -2.1754
H 4.3040 0.1211 -3.3520
H 4.5959 -2.5131 -4.0945
H 3.8232 -1.3680 -5.2426
C 2.2122 -6.1756 -2.5173
C 2.9994 -6.9633 -1.4839
O 4.1183 -6.1100 -1.1970
S 3.6650 -4.5754 -1.2734
O 3.3679 -4.0810 0.0219
O 4.6036 -3.8978 -2.1016
O 2.3048 -4.8249 -2.0484
H 2.6580 -6.2422 -3.5106
H 1.1589 -6.4389 -2.5565
H 3.3890 -7.9055 -1.8592
H 2.4240 -7.1242 -0.5712
*
```

Values from the calculation:
- ΔE to the lowest compared entry with this formula, charge and spin (eV) = 0.0000
- highest occupied orbital energy (eV) = -2.243
- max |F| (eV/A) = 0.37
- LUMO (eV) = 1.8
- DFT total energy (eV) = -103334.617
- Kohn-Sham gap (eV) = 4.00


(2)
Computed, not measured: one molecule with the formula C2H6N2OS, with wB97M-V/def2-TZVPD.

The geometry in ORCA input format:
```
! wB97M-V def2-TZVPD RIJCOSX def2/J DEFGRID3
* xyz 0 1
N 0.8469 1.0261 -0.4671
C -0.1291 0.7357 0.6323
C -0.9963 -0.3924 0.1967
S -2.6279 -0.2272 -0.1085
N -0.2876 -1.5133 -0.0513
O 1.0907 -1.5428 0.1013
H 0.3524 1.0886 -1.3214
H 1.4356 1.8477 -0.3695
H -0.8238 1.5676 0.7198
H 0.3650 0.4818 1.5801
H -0.6472 -2.3314 -0.5429
H 1.4212 -0.7405 -0.3695
*
```

Values from the calculation:
- ΔE to the lowest compared entry with this formula, charge and spin (eV) = 2.3401
- structure (SMILES) = NCC(=S)NO
- highest occupied orbital energy (eV) = -8.545
- max |F| (eV/A) = 1.61
- LUMO (eV) = 0.5
- DFT total energy (eV) = -18032.465
- Kohn-Sham gap (eV) = 9.06


(3)
Computed, not measured: a 2-piece molecular cluster, CH7NOS overall, with wB97M-V/def2-TZVPD.

The geometry in ORCA input format:
```
! wB97M-V def2-TZVPD RIJCOSX def2/J DEFGRID3
* xyz 0 1
N 0.6096 -2.4128 -0.9271
C -0.2836 -1.5947 0.0060
O 0.4336 -0.7569 0.8048
H 1.2145 -1.7316 -1.3464
H 1.0531 -3.2692 -0.5276
H -0.8809 -0.8835 -0.7263
H -1.0013 -2.2438 0.4871
H 1.2985 -1.0653 1.0235
S -0.3548 2.3846 0.0314
H -1.5897 2.2441 -0.4081
H -0.4517 1.3096 1.0111
*
```

Values from the calculation:
- ΔE to the lowest compared entry with this formula, charge and spin (eV) = 0.6409
- structure (SMILES) = NCO.S
- highest occupied orbital energy (eV) = -9.371
- max |F| (eV/A) = 4.48
- LUMO (eV) = 0.8
- DFT total energy (eV) = -15522.322
- Kohn-Sham gap (eV) = 10.18


(4)
Computed, not measured: a 2-piece molecular cluster, CH5NOS overall, with wB97M-V/def2-TZVPD.

The geometry in ORCA input format:
```
! wB97M-V def2-TZVPD RIJCOSX def2/J DEFGRID3
* xyz 0 1
C 0.2587 -1.4213 -0.2643
N -0.8091 0.9996 -0.3295
O 1.3633 0.5326 -1.5690
S 0.6100 0.1599 -0.4242
H 0.7415 -2.1608 -0.9806
H -0.3410 -1.6388 0.6458
H -0.9046 2.0522 -0.0301
H -1.6117 0.3400 -0.3710
H 1.5874 1.1226 1.1152
*
```

Values from the calculation:
- ΔE to the lowest compared entry with this formula, charge and spin (eV) = 5.5253
- highest occupied orbital energy (alpha / beta) (eV) = -8.542 / -8.542
- max |F| (eV/A) = 3.24
- LUMO (alpha / beta) (eV) = -0.6 / -0.6
- DFT total energy (eV) = -15485.594
- Kohn-Sham gap (alpha / beta) (eV) = 7.93 / 7.93


(5)
Computed, not measured: one molecule with the formula C5H7NOS, with wB97M-V/def2-TZVPD.

The geometry in ORCA input format:
```
! wB97M-V def2-TZVPD RIJCOSX def2/J DEFGRID3
* xyz 0 1
C 1.0213 -1.2854 -1.6722
C -0.1072 -0.5375 -0.9970
O -0.6466 0.4291 -1.4783
C -0.5541 -1.0241 0.3663
S -0.9931 -2.5384 0.6563
C -0.7048 -0.0664 1.4251
C -0.3701 1.2762 1.4393
N -0.0630 2.1064 0.4521
H 0.9080 -2.3274 -1.4496
H 1.9898 -1.0717 -1.1256
H 1.0267 -1.0940 -2.7249
H -1.0576 -0.4609 2.3929
H -0.2619 1.7261 2.4662
H -0.3317 1.7960 -0.4735
H 0.1441 3.0720 0.7229
*
```

Values from the calculation:
- ΔE to the lowest compared entry with this formula, charge and spin (eV) = 1.3987
- structure (SMILES) = CC(=O)C(=S)/C=C\N
- highest occupied orbital energy (eV) = -8.086
- max |F| (eV/A) = 2.07
- LUMO (eV) = -0.5
- DFT total energy (eV) = -19670.204
- Kohn-Sham gap (eV) = 7.57